# 1
{
  "formula": "C9H14N4O3",
  "method": "ωB97M-V/def2-TZVPD",
  "elements": ["C", "C", "N", "C", "O", "N", "C", "C", "C", "C", "N", "C", "N", "C", "O", "O", "H", "H", "H", "H", "H", "H", "H", "H", "H", "H", "H", "H", "H", "H"],
  "xyz": [[1.18717, 2.73498, 1.30567], [0.11717, 2.04596, 0.40014], [-0.78363, 2.89479, -0.37889], [-0.94621, 1.02517, 1.08573], [-1.44877, 1.31238, 2.18810], [-1.31710, -0.11854, 0.42102], [-1.00158, -0.53001, -0.88449], [-0.74750, -2.08819, -0.73946], [0.55645, -2.15275, -0.08390], [0.96774, -2.06359, 1.32990], [2.25892, -2.34568, 1.26896], [2.69679, -2.46243, -0.06431], [1.60552, -2.54804, -0.81044], [-2.24168, -0.07102, -1.69728], [-3.02951, 0.72503, -1.46786], [-1.93656, -0.62162, -2.91055], [1.70747, 1.92919, 1.85367], [1.92905, 3.10887, 0.63219], [1.02499, 3.57766, 1.89495], [0.94010, 1.57933, -0.28497], [-0.84659, 3.19022, -1.37648], [-1.34955, 3.56704, 0.12092], [-1.79409, -0.66902, 1.00466], [-0.03180, -0.05214, -1.25054], [-1.46357, -2.66770, -0.19863], [-0.61823, -2.30874, -1.81400], [0.62274, -1.58704, 2.27684], [2.96007, -2.27044, 2.02220], [3.68178, -2.68056, -0.24910], [-2.69961, -0.45311, -3.59403]],
  "nbo_charge": [-0.605, -0.116, -0.904, 0.697, -0.643, -0.624, -0.142, -0.431, 0.084, -0.110, -0.501, 0.120, -0.444, 0.794, -0.523, -0.719, 0.207, 0.201, 0.216, 0.206, 0.398, 0.379, 0.392, 0.253, 0.223, 0.257, 0.235, 0.415, 0.192, 0.491],
  "homo_energy_ev": -8.457,
  "e_above_lowest_kcal_mol": 90.2,
  "orbital_gap_ev": 9.05,
  "smiles": "C[C@H](N)C(=O)N[C@@H](Cc1c[nH]cn1)C(=O)O",
  "lumo_energy_ha": 0.02171,
  "total_charge": 0,
  "e_tot_ev": -21660.7895
}

=====

# 2
{
  "formula": "C26H28Cl2N7O2SSiW",
  "method": "ωB97M-V/def2-TZVPD",
  "elements": ["W", "O", "C", "C", "C", "C", "C", "C", "C", "O", "N", "N", "C", "C", "C", "C", "C", "C", "N", "H", "H", "H", "H", "H", "H", "H", "H", "H", "H", "C", "Si", "C", "C", "C", "C", "C", "C", "N", "C", "S", "H", "H", "H", "H", "H", "H", "H", "H", "H", "H", "H", "H", "Cl", "C", "Cl", "H", "H", "N", "C", "C", "C", "N", "H", "H", "H", "H", "N", "C"],
  "xyz": [[0.66325, 0.26092, -0.34133], [1.44490, 4.11014, 2.14009], [2.67099, 3.72645, 2.55870], [3.27092, 4.52220, 3.53216], [4.50760, 4.18266, 4.03818], [5.18902, 3.05526, 3.57531], [4.61619, 2.28079, 2.59461], [3.34856, 2.59138, 2.07843], [2.76728, 1.74231, 1.04266], [1.48491, 1.82250, 0.80706], [3.54412, 0.90222, 0.38515], [2.77214, 0.17358, -0.46784], [3.32006, -0.54948, -1.36842], [2.40472, -1.21461, -2.28693], [2.83415, -1.97272, -3.35801], [1.89707, -2.46933, -4.24937], [0.56130, -2.16437, -4.05000], [0.19698, -1.41740, -2.94629], [1.09185, -0.98494, -2.04824], [1.16255, 3.54421, 1.40471], [2.74670, 5.40767, 3.86571], [4.95507, 4.80685, 4.80112], [6.15944, 2.79914, 3.97632], [5.12975, 1.41476, 2.20084], [4.39968, -0.58445, -1.46096], [3.89407, -2.14036, -3.49201], [2.20433, -3.06560, -5.09784], [-0.20082, -2.49806, -4.73907], [-0.83531, -1.15308, -2.77056], [-6.19705, -0.17003, -0.51282], [-4.85610, -0.04546, -1.79067], [-4.56168, 1.71320, -2.29233], [-5.26046, -1.05034, -3.30782], [-3.33177, -0.93245, -1.05049], [-3.41758, -2.30564, -0.87736], [-2.32935, -3.07831, -0.44851], [-1.14459, -2.44475, -0.19533], [-1.03830, -1.10709, -0.30993], [-2.08850, -0.36271, -0.72397], [-1.60630, 1.29188, -0.80191], [-7.13996, 0.20687, -0.91707], [-5.95142, 0.42610, 0.36879], [-6.36275, -1.20074, -0.19134], [-5.44907, 2.06402, -2.82675], [-3.70395, 1.81370, -2.95967], [-4.39973, 2.37170, -1.43755], [-6.16354, -0.66939, -3.79092], [-5.42984, -2.10556, -3.08346], [-4.44545, -0.98551, -4.03349], [-4.35497, -2.81019, -1.08719], [-2.40692, -4.14988, -0.33444], [-0.25748, -2.98605, 0.10604], [-0.71022, 1.25198, 5.28327], [-0.11015, 1.81602, 3.73247], [-0.85493, 0.90730, 2.37638], [0.96043, 1.65463, 3.68454], [-0.36178, 2.85868, 3.59231], [0.56384, -1.77472, 2.34257], [0.94083, -2.97229, 2.79987], [1.94620, -3.42513, 1.97211], [2.10991, -2.40647, 1.03390], [1.27092, -1.39223, 1.26500], [-0.13140, -1.14555, 2.72219], [0.47596, -3.41115, 3.66733], [2.48589, -4.35332, 2.03632], [2.81630, -2.36667, 0.22393], [1.25269, 2.44572, -2.70744], [1.04081, 1.70118, -1.85073]],
  "nbo_charge": [1.437, -0.666, 0.354, -0.276, -0.137, -0.253, -0.134, -0.200, 0.603, -0.751, -0.386, -0.281, 0.078, 0.141, -0.200, -0.116, -0.243, 0.151, -0.487, 0.509, 0.238, 0.227, 0.227, 0.234, 0.238, 0.245, 0.245, 0.248, 0.218, -1.117, 1.633, -1.127, -1.113, -0.482, -0.121, -0.224, 0.030, -0.588, 0.093, 0.012, 0.251, 0.247, 0.239, 0.253, 0.254, 0.253, 0.252, 0.234, 0.239, 0.226, 0.231, 0.215, 0.009, -0.379, 0.001, 0.229, 0.250, -0.314, 0.007, -0.329, -0.004, -0.361, 0.441, 0.248, 0.256, 0.225, -0.363, -0.073],
  "homo_energy_ev": [-10.589, -10.989],
  "e_above_lowest_kcal_mol": 33.5,
  "s2": 2.016,
  "orbital_gap_ev": [6.52, 6.58],
  "lumo_energy_ha": [-0.14950, -0.16215],
  "spin_multiplicity": 3,
  "total_charge": 1,
  "e_tot_ev": -87522.1124
}

=====

# 3
{
  "formula": "C3H5NO4",
  "method": "ωB97M-V/def2-TZVPD",
  "elements": ["O", "C", "N", "O", "C", "C", "O", "O", "H", "H", "H", "H", "H"],
  "xyz": [[-1.44270, 1.68979, 0.17061], [-1.76730, 0.51289, 0.04183], [-0.90778, -0.51489, 0.15484], [-1.42323, -1.73142, -0.44936], [0.33607, -0.52125, 0.80330], [1.59121, 0.05323, 0.07728], [2.62411, -0.49101, -0.03050], [1.27697, 1.18498, -0.61460], [-2.80321, 0.27129, -0.10654], [-1.15339, -1.76329, -1.48093], [0.57907, -1.63238, 1.11776], [0.19247, -0.02728, 1.72937], [0.29852, 1.26793, -0.48723]],
  "nbo_charge": [-0.605, 0.503, -0.168, -0.545, -0.382, 0.775, -0.538, -0.678, 0.155, 0.481, 0.262, 0.244, 0.495],
  "homo_energy_ev": -10.245,
  "e_above_lowest_kcal_mol": 65.8,
  "orbital_gap_ev": 10.34,
  "smiles": "O=CN(O)CC(=O)O",
  "lumo_energy_ha": 0.00331,
  "total_charge": 0,
  "e_tot_ev": -12870.0198
}

=====

# 4
{
  "formula": "C17H29BrNO2P2Pd",
  "method": "ωB97M-V/def2-TZVPD",
  "elements": ["C", "C", "N", "C", "C", "C", "C", "P", "Pd", "P", "C", "C", "C", "C", "C", "C", "C", "O", "O", "H", "H", "H", "C", "C", "H", "H", "H", "H", "C", "C", "H", "H", "H", "H", "H", "H", "H", "H", "H", "H", "H", "H", "H", "H", "H", "H", "H", "H", "H", "H", "H", "H", "Br"],
  "xyz": [[3.53058, -2.18150, 0.92750], [2.59505, -1.17733, 0.51825], [1.28985, -1.30516, 0.98638], [1.00470, -2.09331, 2.03182], [1.96772, -2.94843, 2.56541], [3.23880, -3.01633, 1.96932], [2.89713, -0.09029, -0.28604], [1.73119, 1.23384, -0.45549], [-0.24864, 0.30386, 0.31074], [-1.58543, -1.17906, 1.57125], [-0.36397, -1.99169, 2.67387], [-1.70912, 1.51646, -0.66579], [-1.59429, 2.86464, -0.37637], [-2.52505, 3.75206, -0.95367], [-3.55010, 3.25767, -1.76517], [-3.65476, 1.89774, -1.99869], [-2.71376, 0.99090, -1.45005], [2.45954, -1.47034, -3.19478], [-0.04638, -0.24648, -2.97180], [4.45879, -2.20872, 0.37050], [1.71495, -3.53643, 3.46584], [3.99440, -3.67431, 2.37051], [2.57847, 2.39696, 0.69858], [1.73903, 2.17269, -2.01965], [-0.77322, -2.97572, 2.94997], [-0.32681, -1.35228, 3.57011], [2.61949, -0.96978, -2.50488], [3.89390, -0.08897, -0.77880], [-2.92546, -0.45508, 2.53438], [-2.32175, -2.58455, 0.66087], [-0.84384, 3.21990, 0.32037], [-2.45554, 4.80265, -0.73851], [-4.27274, 3.93488, -2.21702], [-4.46611, 1.47954, -2.59254], [-2.83174, -0.09670, -1.55544], [-0.43418, -0.52162, -1.43043], [-0.63420, -0.39784, -3.73160], [0.64625, -0.85617, -3.19733], [2.32513, -2.40908, -2.96224], [-0.83577, -0.95595, -0.69772], [3.61686, 2.57263, 0.33994], [1.98900, 3.32619, 0.74572], [2.58560, 1.89293, 1.68258], [2.76746, 2.41613, -2.35045], [1.25246, 1.61441, -2.83875], [1.17925, 3.11837, -1.87774], [-2.79604, -3.26253, 1.39146], [-3.06250, -2.18371, -0.05061], [-1.51996, -3.10070, 0.10842], [-3.41455, -1.23937, 3.12911], [-2.49586, 0.32532, 3.17682], [-3.64762, 0.00495, 1.84460], [-0.02618, 1.47471, 2.74726]],
  "nbo_charge": [-0.176, 0.119, -0.470, 0.252, -0.194, -0.167, -0.493, 0.944, 0.604, 1.095, -0.791, -0.069, -0.259, -0.210, -0.148, -0.200, -0.294, -0.929, -0.943, 0.230, 0.238, 0.243, -0.916, -0.962, 0.248, 0.299, 0.463, 0.239, -0.974, -0.967, 0.235, 0.229, 0.233, 0.225, 0.210, 0.148, 0.498, 0.502, 0.491, -0.070, 0.231, 0.253, 0.268, 0.244, 0.275, 0.267, 0.246, 0.249, 0.247, 0.242, 0.292, 0.261, -0.591],
  "homo_energy_ev": [-9.111, -11.245],
  "e_above_lowest_kcal_mol": 0.0,
  "s2": 6.069,
  "orbital_gap_ev": [6.77, 4.95],
  "lumo_energy_ha": [-0.08587, -0.23150],
  "spin_multiplicity": 5,
  "total_charge": 1,
  "e_tot_ev": -115774.1055
}

=====

# 5
{
  "formula": "C25H36HfN2OP2",
  "method": "ωB97M-V/def2-TZVPD",
  "elements": ["C", "C", "C", "C", "C", "C", "C", "C", "C", "C", "C", "C", "C", "H", "H", "H", "H", "H", "H", "H", "N", "Hf", "C", "H", "H", "C", "H", "H", "P", "P", "C", "H", "H", "H", "C", "H", "H", "H", "C", "H", "H", "H", "C", "H", "H", "H", "H", "H", "O", "C", "C", "C", "C", "C", "C", "N", "H", "H", "H", "H", "H", "H", "H", "H", "H", "H", "H"],
  "xyz": [[-1.71088, 3.30840, -3.35887], [-1.51645, 1.97821, -2.99413], [-0.19507, 1.46066, -3.01758], [0.96466, 2.33266, -3.10317], [0.69649, 3.65848, -3.54282], [-0.61598, 4.12246, -3.70990], [2.22519, 1.81507, -2.46928], [2.42016, 0.42941, -3.00750], [1.24960, -0.44062, -2.98571], [1.34832, -1.86107, -3.00901], [2.59473, -2.43555, -3.27016], [3.71414, -1.61046, -3.48357], [3.64491, -0.21726, -3.32674], [-2.69458, 3.77587, -3.26124], [1.54365, 4.33132, -3.72432], [-0.81178, 5.14210, -4.06872], [3.09497, 2.50930, -2.13994], [2.74229, -3.51601, -3.18733], [4.66595, -2.09877, -3.74024], [4.54862, 0.40974, -3.41365], [0.02365, 0.13799, -2.61340], [0.25332, 0.49034, -0.52488], [-2.59890, 1.21333, -2.29985], [-2.63703, 0.14798, -2.59204], [-3.56400, 1.71661, -2.47273], [0.20728, -2.67616, -2.47818], [-0.71477, -2.53368, -3.06725], [0.47163, -3.74272, -2.46782], [-2.40900, 1.26473, -0.42815], [-0.15390, -2.13766, -0.74780], [1.06424, -3.12368, 0.20736], [0.87554, -3.00725, 1.28921], [1.00804, -4.20698, -0.04211], [2.08060, -2.76223, -0.01265], [-1.67144, -3.11708, -0.44763], [-1.49996, -4.17288, -0.70825], [-1.93968, -3.05059, 0.61427], [-2.48965, -2.72258, -1.06216], [-2.90100, 2.90738, 0.10132], [-3.95244, 3.10759, -0.17017], [-2.78614, 2.92287, 1.19775], [-2.22885, 3.65537, -0.34223], [-3.68873, 0.16782, 0.22209], [-3.65730, 0.21664, 1.33159], [-4.67868, 0.53982, -0.13301], [-3.54567, -0.88243, -0.10697], [1.87473, 1.37199, -1.21884], [-1.18560, 1.23929, 0.54247], [0.73800, 0.06205, 1.36905], [0.63496, -0.28657, 2.61771], [1.76213, -0.84971, 3.37584], [2.15582, 0.03765, 4.57335], [1.28632, -0.24034, 5.81304], [-0.17011, 0.12354, 5.63561], [-0.88256, -0.68348, 4.55098], [-0.55298, -0.19630, 3.19919], [1.48307, -1.85505, 3.73045], [2.59617, -0.94805, 2.67621], [3.21698, -0.14364, 4.81998], [2.07642, 1.10876, 4.29645], [1.38485, -1.29520, 6.08383], [1.70291, 0.33413, 6.64340], [-0.72663, -0.05513, 6.56407], [-0.24906, 1.19419, 5.41076], [-0.59875, -1.74697, 4.63998], [-1.97504, -0.60741, 4.66196], [-1.34777, -0.01021, 2.58209]],
  "nbo_charge": [-0.168, -0.081, 0.187, -0.116, -0.168, -0.197, -0.194, -0.126, 0.208, -0.083, -0.172, -0.203, -0.177, 0.231, 0.240, 0.248, 0.302, 0.232, 0.244, 0.236, -0.826, 1.549, -0.704, 0.267, 0.245, -0.710, 0.265, 0.256, 1.083, 0.881, -0.946, 0.234, 0.261, 0.255, -0.927, 0.263, 0.241, 0.246, -0.979, 0.273, 0.261, 0.273, -0.952, 0.247, 0.277, 0.264, -0.079, -0.205, -0.793, 0.770, -0.521, -0.388, -0.406, -0.418, -0.233, -0.522, 0.253, 0.258, 0.249, 0.214, 0.209, 0.244, 0.246, 0.217, 0.214, 0.237, 0.417],
  "homo_energy_ev": [-12.189, -12.203],
  "orbital_gap_ev": [5.88, 5.91],
  "lumo_energy_ha": [-0.23170, -0.23143],
  "total_charge": 2,
  "e_tot_ev": -51405.7031
}

=====

# 6
{
  "formula": "C5H4F3N3",
  "method": "ωB97M-V/def2-TZVPD",
  "elements": ["C", "C", "C", "C", "C", "N", "N", "N", "F", "F", "F", "H", "H", "H", "H"],
  "xyz": [[0.14553, -1.09842, 2.31587], [0.39597, -1.63327, 1.03995], [-0.28438, 0.14523, 1.94780], [-0.54768, 1.10972, -0.42590], [0.55408, 0.14699, -2.60013], [0.19386, -0.85206, 0.01766], [-1.21004, 2.08677, -0.61771], [-0.22439, 0.26849, 0.57871], [-0.32735, -0.44118, -3.44870], [1.59442, -0.62057, -2.33316], [0.95767, 1.35285, -3.13399], [0.40878, -1.58523, 3.27730], [0.66652, -2.65597, 0.84301], [-0.67805, 0.95877, 2.56289], [-1.64494, 2.81787, -0.02360]],
  "nbo_charge": [-0.318, -0.032, -0.031, 0.523, 0.949, -0.218, -0.660, -0.298, -0.334, -0.315, -0.350, 0.253, 0.205, 0.225, 0.401],
  "homo_energy_ev": -8.276,
  "e_above_lowest_kcal_mol": 134.0,
  "orbital_gap_ev": 7.82,
  "lumo_energy_ha": -0.01671,
  "total_charge": 0,
  "e_tot_ev": -17867.1872
}